Here is a 4-piece molecular cluster, C15H28B3NO12 overall at a distorted geometry from the Open Molecules 2025 dataset. Energies are from ωB97M-V/def2-TZVPD.

Results
2S+1: 1
Kohn-Sham gap (Ha): 0.3426
Net charge: 0
E_HOMO (eV): -9.29

Element x y z (Å)
N1 0.0789 4.3043 -4.8899
C1 -0.5881 5.2287 -3.9658
C2 -0.3357 4.9560 -2.4818
C3 -1.2424 3.8331 -1.9304
B1 -0.5096 2.5431 -1.4670
O1 0.8216 2.5176 -1.0438
B2 1.5774 1.5042 -1.5875
O2 0.9872 0.2977 -1.9179
B3 -0.3515 0.3823 -2.2643
O3 -1.1245 1.2808 -1.5601
H1 -0.4412 3.4345 -4.9519
H2 0.9980 4.0568 -4.5358
H3 -0.2618 6.2424 -4.2040
H4 -1.6584 5.1640 -4.1664
H5 -0.5255 5.8806 -1.9350
H6 0.7175 4.7048 -2.3391
H7 -1.8989 4.2049 -1.1385
H8 -1.9154 3.4981 -2.7257
H9 2.7369 1.6431 -1.8140
H10 -0.7812 -0.2251 -3.1916
C4 -5.9638 -0.0222 -1.3118
C5 -4.9824 1.1154 -1.3909
C6 -5.2695 2.3164 -0.5109
O4 -4.6593 3.3807 -1.2500
C7 -4.6537 3.0263 -2.5589
O5 -4.3621 3.7520 -3.4538
O6 -5.0118 1.7308 -2.6955
H11 -6.9901 0.3423 -1.3686
H12 -5.8039 -0.7153 -2.1362
H13 -5.8322 -0.5628 -0.3743
H14 -3.9592 0.7654 -1.2243
H15 -4.8314 2.2612 0.4818
H16 -6.3417 2.5147 -0.4357
C8 3.6892 -2.2211 -0.3973
C9 4.0735 -2.0088 1.0414
C10 3.5069 -0.7673 1.6918
O7 4.4722 -0.4837 2.7076
C11 5.6647 -0.9867 2.2865
O8 6.7066 -0.7696 2.8139
O9 5.4890 -1.7557 1.1898
H17 3.8078 -1.3038 -0.9767
H18 4.3191 -2.9859 -0.8491
H19 2.6492 -2.5420 -0.4603
H20 3.8404 -2.8935 1.6329
H21 2.5276 -0.9186 2.1396
H22 3.4731 0.0787 0.9988
C12 0.3136 -6.0149 5.3977
C13 1.5244 -5.2319 4.9691
C14 1.2632 -3.8993 4.2947
O10 2.4185 -3.7560 3.4592
C15 2.8725 -5.0039 3.1643
O11 3.7017 -5.2358 2.3464
O12 2.2408 -5.9222 3.9239
H23 -0.4286 -6.0535 4.5997
H24 0.5956 -7.0361 5.6486
H25 -0.1357 -5.5538 6.2773
H26 2.2190 -5.0991 5.8034
H27 1.1983 -3.0569 4.9777
H28 0.3751 -3.9354 3.6585

***

Here is C23H33AuCl2N7O6PS as an isolated structure from the Open Molecules 2025 dataset. Energies are from ωB97M-V/def2-TZVPD.

Results
2S+1: 3
Energy above the lowest of the compared OMol25 structures with the same formula, charge and spin (kcal/mol): 0.0
Kohn-Sham gap (alpha / beta) (Ha): 0.2774 / 0.2597
Net charge: 0
E_HOMO (alpha / beta) (eV): -6.97 / -7.86

Element x y z (Å)
Au1 -0.6712 0.4067 0.9013
C1 -1.0172 -3.7706 3.2960
N1 0.0596 -2.9214 3.7873
C2 1.2617 -3.6636 4.1781
C3 0.1670 -1.6701 3.2214
N2 -0.5981 -1.2584 2.2752
N3 1.1195 -0.8805 3.8234
C4 1.7123 0.2953 3.3913
N4 2.9718 0.4438 3.9619
N5 1.1241 1.1333 2.6376
H1 -1.1272 -4.6082 3.9812
H2 -0.8157 -4.1527 2.2900
H3 -1.9545 -3.2145 3.2950
H4 0.9369 -4.5847 4.6568
H5 1.8552 -3.1274 4.9187
H6 1.8887 -3.8901 3.3157
H7 -1.0828 -2.0352 1.8436
H8 1.5187 -1.2675 4.6595
H9 3.5353 -0.3948 3.9313
H10 3.4793 1.2478 3.6287
H11 1.7496 1.8838 2.3714
O1 2.0783 0.5745 -1.7005
C5 2.1385 -0.5382 -1.1817
N6 1.6396 -0.8628 0.0308
S1 1.9268 -2.3875 0.4110
O2 2.7876 -2.4751 1.5770
O3 0.7250 -3.1952 0.4995
C6 2.8087 -2.8218 -1.0704
C7 3.3702 -4.0185 -1.4646
C8 3.9790 -4.0487 -2.7141
C9 4.0108 -2.9141 -3.5213
C10 3.4364 -1.7218 -3.1035
C11 2.8298 -1.6929 -1.8595
H12 3.3316 -4.8942 -0.8310
H13 4.4327 -4.9647 -3.0693
H14 4.4911 -2.9703 -4.4898
H15 3.4528 -0.8338 -3.7213
Cl1 -2.0535 -1.6917 -0.9916
C12 -3.5013 -0.7492 -0.8987
C13 -4.4602 -0.9664 -1.8676
C14 -5.6803 -0.3081 -1.8156
C15 -5.9623 0.5546 -0.7606
C16 -5.0167 0.7599 0.2161
Cl2 -5.4163 1.8255 1.5179
C17 -3.7093 0.1570 0.1899
N7 -2.8529 0.4900 1.1411
H16 -4.2447 -1.6673 -2.6621
H17 -6.4187 -0.4808 -2.5863
H18 -6.9140 1.0623 -0.6906
C18 2.7057 3.4988 -1.0650
C19 1.6458 2.9654 -0.1357
O4 0.3558 3.1146 -0.7678
P1 -0.7497 1.9684 -0.7335
O5 -0.8486 1.3024 -2.1564
C20 -0.8473 2.0712 -3.3811
C21 0.3110 1.6164 -4.2368
O6 -2.0736 2.8523 -0.7360
C22 -2.3459 3.7079 0.3957
C23 -3.0300 4.9586 -0.0992
H19 3.6825 3.4436 -0.5808
H20 2.5075 4.5380 -1.3289
H21 2.7405 2.8922 -1.9675
H22 1.6000 3.5396 0.7949
H23 1.8183 1.9097 0.0703
H24 -0.7853 3.1352 -3.1468
H25 -1.8085 1.8826 -3.8598
H26 1.2520 1.7657 -3.7100
H27 0.3266 2.1780 -5.1724
H28 0.2201 0.5547 -4.4647
H29 -1.4104 3.9493 0.9067
H30 -2.9751 3.1442 1.0836
H31 -2.3929 5.4939 -0.8033
H32 -3.2524 5.6168 0.7413
H33 -3.9680 4.7090 -0.5950

***

Here is one molecule with the formula C6H10O at a distorted geometry from the Open Molecules 2025 dataset. Energies are from ωB97M-V/def2-TZVPD.

Results
2S+1: 1
Energy above the lowest of the compared OMol25 structures with the same formula, charge and spin (kcal/mol): 56.6
Kohn-Sham gap (Ha): 0.3883
Net charge: 0
E_HOMO (eV): -9.57

Element x y z (Å)
C1 0.9981 2.0534 -0.4891
C2 0.6492 0.5738 -0.5341
C3 0.7072 -0.2232 0.8065
C4 -0.6052 -0.8873 0.3609
C5 -1.0257 -2.2558 0.5045
O1 -2.0609 -1.5158 1.0162
C6 -0.8475 0.1726 -0.6648
H1 0.4199 2.5652 0.2888
H2 2.0618 2.2132 -0.2757
H3 0.7717 2.5368 -1.4460
H4 1.2382 0.0708 -1.3080
H5 1.5788 -0.8702 0.9887
H6 0.5683 0.4371 1.6593
H7 -1.2337 -2.9139 -0.3196
H8 -0.4726 -2.7662 1.2858
H9 -1.4943 0.9580 -0.2498
H10 -1.2532 -0.1484 -1.6235

***

Here is one molecule with the formula C11H20N4O5 at a distorted geometry from the Open Molecules 2025 dataset. Energies are from ωB97M-V/def2-TZVPD.

Results
2S+1: 1
Energy above the lowest of the compared OMol25 structures with the same formula, charge and spin (kcal/mol): 15.1
Kohn-Sham gap (Ha): 0.3643
Net charge: 0
E_HOMO (eV): -9.52

Element x y z (Å)
O1 -1.2506 2.6916 2.5262
O2 -0.5192 0.9646 -4.2665
O3 3.6609 -1.0208 3.2125
O4 -0.0959 -0.4333 1.2897
O5 3.3903 -0.4079 -0.8860
C1 -2.1823 2.1909 1.8698
C2 0.4172 0.6217 -3.5346
C3 2.7469 -0.3108 2.8027
C4 0.3225 0.6353 0.8406
N1 1.3148 -0.2444 -4.0670
N2 1.7390 0.0827 3.6041
N3 1.6018 1.0181 0.9082
N4 -2.0206 1.6415 0.6705
C5 -3.5406 2.1645 2.4933
C6 1.5425 -0.3478 4.9965
C7 0.5277 1.0654 -2.1113
C8 3.0902 -0.9026 0.4082
C9 -0.8398 1.1409 -1.3655
C10 2.7903 0.2282 1.3564
C11 -0.6453 1.5522 0.0932
H1 4.3653 -0.5173 -0.9437
H2 1.9828 -0.6777 -3.4960
H3 1.1476 -0.5329 -5.0619
H4 1.0778 0.7321 3.2369
H5 1.7786 1.9139 0.4884
H6 -2.8182 1.2866 0.1611
H7 -4.1617 2.8600 1.9525
H8 -3.9268 1.1598 2.4217
H9 -3.4637 2.4523 3.5592
H10 2.4406 -0.2500 5.6104
H11 0.7452 0.2279 5.4782
H12 1.2098 -1.4015 4.9551
H13 1.1031 1.9665 -1.9737
H14 1.0636 0.2193 -1.6757
H15 3.9131 -1.5425 0.7611
H16 2.2427 -1.5536 0.3242
H17 -1.5067 1.8990 -1.8792
H18 -1.3427 0.1749 -1.4318
H19 3.6689 0.9037 1.3292
H20 -0.1930 2.5373 0.1076

***

Here is a 2-piece molecular cluster, C15H31BrFN4O2 overall at a distorted geometry from the Open Molecules 2025 dataset. Energies are from ωB97M-V/def2-TZVPD.

Results
2S+1: 1
Kohn-Sham gap (Ha): 0.3684
Net charge: +1
E_HOMO (eV): -12.59

Element x y z (Å)
C1 -2.4773 -2.8136 -0.3996
C2 -2.9181 -1.3366 -0.2543
N1 -1.8481 -0.4030 0.1224
C3 -1.3346 0.4590 -0.8916
N2 -1.5150 1.8921 -0.3975
C4 -0.7533 2.1762 0.8774
O1 -0.6802 3.5169 1.0865
C5 -1.7354 4.0831 1.8698
C6 -2.9028 4.5777 1.0304
C7 0.6461 1.5021 0.7787
N3 1.6283 2.3808 1.3464
O2 1.0029 1.2128 -0.5706
C8 0.1490 0.3286 -1.2904
C9 0.2453 0.8307 -2.7460
C10 -0.3049 -0.1281 -3.7796
F1 -0.6436 0.5398 -4.9257
C11 0.6666 -1.1167 -1.2536
C12 1.3414 -1.5512 0.0343
C13 1.9043 -2.9523 -0.0993
Br1 3.7230 -2.9390 -0.7663
H1 -1.4547 -2.8991 -0.0651
H2 -3.1052 -3.4741 0.1713
H3 -2.5045 -3.0882 -1.4423
H4 -3.4264 -1.0231 -1.1569
H5 -3.6643 -1.3039 0.5281
H6 -1.1192 -0.8570 0.6524
H7 -1.9449 0.4003 -1.7752
H8 -2.5035 2.0517 -0.2024
H9 -1.1995 2.5673 -1.1000
H10 -1.2923 1.6748 1.6673
H11 -2.0767 3.4137 2.6533
H12 -1.3064 4.9378 2.3674
H13 -2.5728 4.9252 0.0621
H14 -3.6913 3.8376 0.9495
H15 -3.3358 5.4304 1.5390
H16 0.6496 0.6200 1.4063
H17 1.7922 3.1334 0.6814
H18 2.5014 1.8575 1.3463
H19 1.2518 1.1469 -2.9646
H20 -0.3639 1.7347 -2.8176
H21 -1.1866 -0.6540 -3.4138
H22 0.4318 -0.8920 -3.9930
H23 1.4317 -1.1711 -2.0175
H24 -0.1013 -1.8077 -1.5692
H25 2.1545 -0.8711 0.2318
H26 0.6847 -1.5780 0.9009
H27 1.9049 -3.4006 0.8768
H28 1.2922 -3.5795 -0.7271
C14 5.2258 -3.6911 2.8826
C15 3.8239 -3.3155 2.9562
N4 2.7179 -3.0133 3.0129
H29 5.8592 -2.8080 2.8195
H30 5.5206 -4.2578 3.7641
H31 5.4137 -4.3058 2.0040

***

Here is a 2-piece molecular cluster, CH2NO3S overall at a distorted geometry from the Open Molecules 2025 dataset. Energies are from ωB97M-V/def2-TZVPD.

Results
2S+1: 1
Energy above the lowest of the compared OMol25 structures with the same formula, charge and spin (kcal/mol): 46.6
Kohn-Sham gap (alpha / beta) (Ha): 0.2135 / 0.2135
Net charge: -1
E_HOMO (alpha / beta) (eV): -1.88 / -1.88

Element x y z (Å)
C1 -0.5538 1.5410 -0.0842
N1 0.2707 0.6835 -0.2518
O1 -1.7882 -1.6594 -0.1856
O2 -1.0837 2.6100 0.0432
O3 -3.3485 0.2264 0.7951
S1 -2.5898 -0.1221 -0.4409
H1 1.2559 1.0051 -0.0640
H2 -0.8734 -1.7036 -0.3864